Model 1:
Entry from OMol25: a cluster of 2 separate species, C2H10N2S in total (the ωB97M-V functional and the def2-TZVPD basis).

Element x y z (Å)
H 0.162 -1.396 -0.321
H -0.353 1.551 0.993
H -0.100 2.437 -1.193
N -0.196 -1.835 1.816
S 0.766 -1.226 -1.499
H 1.483 0.988 -2.203
H -1.133 -2.052 1.907
H -1.103 1.108 -1.849
H 0.304 -2.687 1.832
H -1.309 0.322 0.426
C -0.349 1.375 -1.069
H 1.656 0.862 -0.426
C 1.003 0.610 -1.291
N -0.929 1.246 0.242
H 0.097 -1.305 2.635

Summary:
E_HOMO	-8.53	eV
charge	0
SMILES	NCCS.N
M	94.2	g mol⁻¹
LUMO energy	0.78	eV
HOMO-LUMO gap	9.3	eV

These are the Mulliken partial charges, in e, on atoms 1 to 8:
1. H 0.12
2. H 0.23
3. H 0.33
4. N -0.68
5. S -0.23
6. H 0.34
7. H 0.23
8. H 0.29

***

Model 2:
Entry from OMol25: a cluster of 2 separate species, C2H10N2S in total (the ωB97M-V functional and the def2-TZVPD basis).

Element x y z (Å)
S 1.600 -0.760 2.194
C 2.911 -0.247 1.042
H 3.052 -1.067 0.341
N -2.694 1.000 -0.725
H 2.314 -0.760 3.325
H -2.126 1.587 -0.157
C -2.020 -0.235 -1.079
H -3.546 0.822 -0.211
N -0.601 -0.073 -1.351
H -0.238 0.703 -0.804
H -2.504 -0.681 -1.952
H -0.451 0.202 -2.302
H -2.101 -1.018 -0.308
H 3.843 -0.052 1.558
H 2.562 0.580 0.427

Summary:
E_HOMO	-8.99	eV
charge	0
SMILES	NCN.CS
M	94.2	g mol⁻¹
LUMO energy	0.92	eV
HOMO-LUMO gap	9.9	eV

These are the Mulliken partial charges, in e, on atoms 1 to 8:
1. S -0.19
2. C -0.70
3. H 0.26
4. N -0.60
5. H 0.10
6. H 0.20
7. C -0.22
8. H 0.22

***

Most stable structure, least stable structure: model 1, model 2.

***

Model 1:
Entry from OMol25: the ion C6H17N2 with charge +1 (the ωB97M-V functional and the def2-TZVPD basis).

Element x y z (Å)
H 0.838 -1.750 -1.543
H -2.327 0.870 0.752
H -1.125 2.631 2.431
H 0.969 0.189 -1.760
H 0.182 -0.501 2.485
H -1.271 -1.702 -0.534
C 2.007 -0.247 1.276
H -1.303 -0.619 -3.161
C -0.632 2.120 1.541
C 0.602 -0.727 1.453
N -0.344 -0.037 0.489
H -0.623 2.960 0.848
H -1.673 -0.058 -1.178
C 0.266 -0.813 -1.747
H 0.273 -0.223 -3.867
H 0.406 1.908 1.754
C -0.828 -0.587 -0.720
N -0.304 -0.823 -3.271
H 2.842 -0.543 1.998
H 2.458 -0.502 0.302
C -1.351 0.814 1.224
H 0.457 -1.793 1.175
H -1.473 0.365 2.261
H -0.233 -1.757 -3.706
H 2.186 0.824 1.496

Summary:
E_HOMO	-11.80	eV
charge	+1
SMILES	CCN(CC)CC[NH3+]
M	117.2	g mol⁻¹
LUMO energy	-3.74	eV
HOMO-LUMO gap	8.1	eV

These are the Mulliken partial charges, in e, on atoms 1 to 8:
1. H 0.23
2. H 0.46
3. H 0.33
4. H 0.29
5. H 0.30
6. H 0.27
7. C -0.98
8. H 0.35

***

Model 2:
Entry from OMol25: a cluster of 2 separate species, C6H17N2 in total (the ωB97M-V functional and the def2-TZVPD basis).

Element x y z (Å)
H 1.450 -0.686 -0.148
H -0.143 -0.251 -0.383
H -0.717 -3.010 -1.604
H -1.643 1.675 2.405
H 0.204 1.512 3.909
H 1.573 0.815 3.637
H 1.745 -1.638 -3.698
C 0.424 1.055 2.014
H -0.663 2.898 1.478
C 0.643 -1.474 -1.969
N 0.982 1.575 3.240
H -1.592 -1.514 -2.191
H 1.156 1.184 1.161
H -2.303 2.247 -0.115
H -2.070 0.525 0.225
H 2.674 -0.792 -2.283
C 1.779 -1.273 -2.674
H 0.258 -0.089 2.112
N 0.578 -0.969 -0.554
C -0.889 1.801 1.553
H 0.300 -1.763 0.053
H -0.859 1.464 -0.687
C -1.572 1.484 0.159
H -0.650 -2.628 -3.309
C -0.665 -2.150 -2.333

Summary:
E_HOMO	-12.96	eV
charge	+1
M	117.2	g mol⁻¹
LUMO energy	-3.37	eV
HOMO-LUMO gap	9.6	eV

These are the Mulliken partial charges, in e, on atoms 1 to 8:
1. H 0.39
2. H -0.07
3. H 0.34
4. H 0.32
5. H 0.27
6. H 0.29
7. H 0.26
8. C -0.35

***

Most stable structure, least stable structure: model 2, model 1.

***

Model 1:
Entry from OMol25: a cluster of 2 separate species, C6H17N2 in total (the ωB97M-V functional and the def2-TZVPD basis).

Element x y z (Å)
H -2.145 0.669 -2.084
N 2.613 -0.538 0.389
H -3.097 1.202 -0.759
C 2.171 -1.865 -0.359
H -3.001 -0.683 1.420
H -4.192 -1.204 0.201
H 0.826 0.591 -0.377
H -0.457 1.515 0.241
C 2.345 2.109 0.399
H 3.048 2.264 1.227
C -3.041 -1.163 0.417
H 1.288 -1.645 -1.021
C -1.158 0.519 0.360
C -2.178 -0.389 -0.452
H -1.463 -1.040 -0.975
H 3.493 -0.319 -0.096
C 1.620 0.651 0.367
H 2.968 -2.251 -0.995
N -2.833 0.423 -1.370
H 2.926 2.107 -0.532
H 1.867 -2.524 0.435
H -1.450 0.418 1.460
H 1.617 2.868 0.275
H 0.993 0.435 1.296
H -2.758 -2.149 0.534

Summary:
E_HOMO	-12.41	eV
charge	+1
M	117.2	g mol⁻¹
LUMO energy	-7.39	eV
HOMO-LUMO gap	5.0	eV

These are the Mulliken partial charges, in e, on atoms 1 to 8:
1. H 0.29
2. N -0.42
3. H 0.32
4. C -0.68
5. H 0.31
6. H 0.34
7. H 0.31
8. H 0.61

***

Model 2:
Entry from OMol25: a cluster of 2 separate species, C6H17N2 in total (the ωB97M-V functional and the def2-TZVPD basis).

Element x y z (Å)
C 0.806 -0.406 1.561
H -1.219 1.317 -1.647
C 0.698 -1.866 2.045
H -0.828 -3.261 2.200
H 1.243 -2.466 1.314
H 0.547 2.857 -2.325
C -0.225 0.897 -1.779
H 0.359 0.255 2.346
N 0.082 -0.165 0.429
H 1.576 0.851 -0.541
H 0.508 -0.877 -2.826
C -0.430 -0.492 -2.398
C 0.485 0.856 -0.429
H 0.175 1.737 0.186
H 0.019 1.870 -3.677
H -2.758 1.504 3.878
H 1.505 1.449 -2.959
H -1.162 -0.409 -3.197
H 1.184 -1.949 3.016
H -0.823 -1.213 -1.673
C 0.518 1.842 -2.712
N -0.700 -2.260 2.172
H -2.137 1.853 4.088
H -1.251 -1.912 1.392
H 1.828 -0.009 1.535

Summary:
E_HOMO	-13.52	eV
charge	+1
M	117.2	g mol⁻¹
LUMO energy	-8.03	eV
HOMO-LUMO gap	5.5	eV

These are the Mulliken partial charges, in e, on atoms 1 to 8:
1. C -0.45
2. H 0.27
3. C -0.45
4. H 0.25
5. H 0.32
6. H 0.39
7. C 0.62
8. H 0.33

***

Most stable structure, least stable structure: model 2, model 1.

***

Model 1:
Entry from OMol25: the molecule C5H6 (the ωB97M-V functional and the def2-TZVPD basis).

Element x y z (Å)
H -0.319 -0.716 1.470
H -1.005 1.396 -0.633
C 1.267 0.303 0.531
C -1.230 0.441 -0.311
H 3.484 0.848 0.979
H -1.368 -1.702 -0.928
H -2.205 0.321 0.134
H -0.096 -0.636 -1.709
C 2.374 0.676 0.775
C -0.155 -0.153 0.500
C -0.747 -0.779 -0.808

Summary:
E_HOMO	-9.38	eV
charge	0
SMILES	C#CC1CC1
M	66.1	g mol⁻¹
LUMO energy	1.19	eV
HOMO-LUMO gap	10.6	eV

These are the Mulliken partial charges, in e, on atoms 1 to 8:
1. H 0.26
2. H 0.31
3. C -0.86
4. C -0.48
5. H 0.39
6. H 0.25
7. H 0.21
8. H 0.24

***

Model 2:
Entry from OMol25: a structure of composition C5H6 (the ωB97M-V functional and the def2-TZVPD basis).

Element x y z (Å)
C 1.406 -0.549 0.361
C 0.632 0.664 0.857
H 1.029 1.638 0.573
C 0.382 -0.968 -0.410
H 0.250 -1.816 -1.059
H 2.411 -0.875 0.553
H -1.832 -0.576 -1.389
H -2.272 1.012 -0.597
C -0.438 0.114 -0.061
C -1.552 0.207 -0.707
H 0.378 0.662 1.916

Summary:
E_HOMO	-8.62	eV
charge	0
M	66.1	g mol⁻¹
LUMO energy	1.17	eV
HOMO-LUMO gap	9.8	eV

These are the Mulliken partial charges, in e, on atoms 1 to 8:
1. C -0.40
2. C -0.34
3. H 0.22
4. C -0.54
5. H 0.40
6. H 0.41
7. H 0.23
8. H 0.27

***

Most stable structure, least stable structure: model 2, model 1.

***

Model 1:
Entry from OMol25: the molecule C5H6 (the ωB97M-V functional and the def2-TZVPD basis).

Element x y z (Å)
C 1.037 -0.166 -0.180
C 0.924 1.057 0.280
H 1.731 1.592 0.675
H -0.540 -1.112 0.836
C -0.352 1.728 0.264
C -1.476 2.142 0.116
C -0.139 -1.063 -0.241
H 1.989 -0.619 -0.158
H -2.531 2.530 -0.006
H 0.006 -2.078 -0.513
H -0.852 -0.587 -0.917

Summary:
E_HOMO	-9.00	eV
charge	0
SMILES	C#C/C=C\C
M	66.1	g mol⁻¹
LUMO energy	0.99	eV
HOMO-LUMO gap	10.0	eV

These are the Mulliken partial charges, in e, on atoms 1 to 8:
1. C -0.11
2. C -0.72
3. H 0.36
4. H 0.23
5. C -0.39
6. C 0.31
7. C -0.99
8. H 0.35

***

Model 2:
Entry from OMol25: the molecule C5H6 (the ωB97M-V functional and the def2-TZVPD basis).

Element x y z (Å)
H 0.361 1.206 -0.519
C -1.179 0.342 0.746
H -1.135 -1.761 0.062
H -1.271 0.080 1.791
H 3.567 -0.167 -0.342
C 2.600 0.216 -0.544
C 0.074 0.203 -0.056
H -1.642 -0.626 -1.251
C 1.475 0.081 -0.096
H -1.722 1.238 0.454
C -1.107 -0.728 -0.315

Summary:
E_HOMO	-9.16	eV
charge	0
SMILES	C#CC1CC1
M	66.1	g mol⁻¹
LUMO energy	0.90	eV
HOMO-LUMO gap	10.1	eV

These are the Mulliken partial charges, in e, on atoms 1 to 8:
1. H 0.21
2. C -0.42
3. H 0.24
4. H 0.25
5. H 0.29
6. C -0.34
7. C 0.24
8. H 0.22

***

Model 3:
Entry from OMol25: the molecule C5H6 (the ωB97M-V functional and the def2-TZVPD basis).

Element x y z (Å)
C 0.825 1.417 1.742
H -0.085 -0.371 -2.354
C -0.659 -1.146 0.205
H 0.591 1.303 -1.852
C 0.412 0.839 0.796
H 0.153 -1.609 0.752
C -0.152 0.061 -0.319
C 0.047 0.412 -1.599
H -1.607 -0.916 0.778
H -0.939 -1.970 -0.569
H 1.415 1.981 2.420

Summary:
E_HOMO	-9.23	eV
charge	0
SMILES	C#CC(=C)C
M	66.1	g mol⁻¹
LUMO energy	1.08	eV
HOMO-LUMO gap	10.3	eV

These are the Mulliken partial charges, in e, on atoms 1 to 8:
1. C 0.26
2. H 0.26
3. C -1.02
4. H 0.33
5. C -0.70
6. H 0.31
7. C 0.42
8. C -0.86

***

Most stable structure, least stable structure: model 1, model 2.

***

Model 1:
Entry from OMol25: a cluster of 2 separate species, C6H13N4O in total (the ωB97M-V functional and the def2-TZVPD basis).

Element x y z (Å)
C 0.638 -2.202 -1.462
H -2.079 2.488 -1.098
C -2.920 0.095 -0.765
H -1.594 0.646 0.768
H -3.042 0.005 -1.876
N 1.131 -1.657 1.528
C -0.602 -0.473 -0.498
N 0.686 -0.253 1.007
C -1.580 0.608 -0.326
H -0.610 1.898 -1.627
N -0.271 -1.320 -1.289
H -2.911 -0.931 -0.450
H 1.562 -1.590 2.503
N 1.566 -2.876 -1.509
C -1.165 2.027 -0.749
H 3.765 0.937 0.350
H 2.429 1.975 0.797
H 2.846 0.490 1.699
C 2.706 0.958 0.787
H 0.327 -2.323 1.414
H -0.647 2.481 0.050
H 1.953 -1.873 1.029
O 1.633 0.262 0.112
H -3.822 0.627 -0.394

Summary:
E_HOMO	-13.62	eV
charge	+1
M	157.2	g mol⁻¹
LUMO energy	-4.20	eV
HOMO-LUMO gap	9.4	eV

These are the Mulliken partial charges, in e, on atoms 1 to 8:
1. C 0.52
2. H 0.42
3. C -1.57
4. H 0.19
5. H 0.34
6. N -0.29
7. C 0.40
8. N -0.40

***

Model 2:
Entry from OMol25: the ion C6H13N4O with charge +1 (the ωB97M-V functional and the def2-TZVPD basis).

Element x y z (Å)
H -3.246 -0.594 1.514
N 1.723 -0.457 -1.753
H 2.573 0.492 2.262
C -2.182 0.879 0.166
C 2.697 -1.468 -1.504
C -0.676 1.250 0.608
H -0.723 2.322 1.010
H 0.922 2.271 -0.707
H 1.322 -0.727 2.306
N 2.019 -0.202 1.759
H -0.226 1.171 -1.577
C -2.518 -0.621 0.631
C 0.367 1.275 -0.599
O -3.120 -1.386 -0.460
H -2.528 -2.137 -0.661
H -1.610 -1.208 0.978
H -0.408 0.555 1.457
H -2.854 1.567 0.789
C 2.094 -0.477 0.438
N 2.967 -1.491 -0.115
H 1.323 -0.164 -2.658
N 1.359 0.160 -0.601
H -2.388 1.076 -0.929
H 3.114 -2.089 -2.353

Summary:
E_HOMO	-13.24	eV
charge	+1
SMILES	Nc1nc[nH][n+]1CCCCO
M	157.2	g mol⁻¹
LUMO energy	-4.08	eV
HOMO-LUMO gap	9.2	eV

These are the Mulliken partial charges, in e, on atoms 1 to 8:
1. H 0.26
2. N -0.29
3. H 0.23
4. C -0.59
5. C 0.08
6. C -0.52
7. H 0.39
8. H 0.29

***

Most stable structure, least stable structure: model 2, model 1.

***

Model 1:
Entry from OMol25: a structure of composition C2H13N3O3 (the ωB97M-V functional and the def2-TZVPD basis).

Element x y z (Å)
H -0.498 3.306 1.036
H -0.729 -1.553 -2.389
H 1.743 -0.882 0.029
H 1.422 -1.310 -1.535
O -0.122 2.642 0.463
H 2.645 -1.668 1.890
N -1.066 -0.866 -1.710
N 1.016 -1.249 -0.622
H 1.022 0.872 2.856
H 0.558 2.248 1.050
N -0.573 0.025 0.425
H 2.507 -0.143 1.681
O 1.260 0.770 1.949
C -2.407 -0.397 -1.829
H -3.123 -0.956 -1.139
C -0.234 -0.676 -0.650
O 3.060 -0.961 1.400
H -2.785 -0.727 -2.862
H 0.284 0.538 1.258
H -2.421 0.703 -1.814
H -1.557 0.284 0.513

Summary:
E_HOMO	-9.42	eV
charge	0
M	127.1	g mol⁻¹
LUMO energy	0.57	eV
HOMO-LUMO gap	10.0	eV

These are the Mulliken partial charges, in e, on atoms 1 to 8:
1. H 0.29
2. H 0.24
3. H 0.19
4. H 0.23
5. O -0.65
6. H 0.30
7. N -0.16
8. N -0.44

***

Model 2:
Entry from OMol25: a cluster of 4 separate species, C2H13N3O3 in total (the ωB97M-V functional and the def2-TZVPD basis).

Element x y z (Å)
H -0.725 2.087 -0.471
C 0.030 -0.834 1.825
O 2.828 0.655 -0.192
N -1.104 -0.424 -0.667
H -1.535 -0.646 -1.559
H 0.865 -0.515 2.439
H -0.629 -0.004 1.626
H 2.001 0.512 -0.668
H -3.761 1.093 0.927
O -2.817 1.285 0.840
N 0.844 -1.311 -1.698
H -0.529 -1.596 2.366
H 0.400 2.975 -1.129
H 2.676 1.423 0.365
C 0.003 -1.067 -0.589
H 1.590 -1.492 0.554
H 0.315 -1.145 -2.549
H 1.160 -2.278 -1.756
N 0.585 -1.433 0.598
H -2.429 0.533 0.355
O 0.233 2.180 -0.617

Summary:
E_HOMO	-9.28	eV
charge	0
SMILES	[H]/N=C(\N)NC.O.O.O
M	127.1	g mol⁻¹
LUMO energy	0.68	eV
HOMO-LUMO gap	10.0	eV

These are the Mulliken partial charges, in e, on atoms 1 to 8:
1. H 0.30
2. C -0.77
3. O -0.65
4. N -0.61
5. H 0.09
6. H 0.34
7. H 0.20
8. H 0.34

***

Most stable structure, least stable structure: model 2, model 1.

***

Model 1:
Entry from OMol25: the molecule C3H3N3O3 (the ωB97M-V functional and the def2-TZVPD basis).

Element x y z (Å)
O -1.197 0.577 1.025
C 0.610 1.210 -0.363
H 2.308 0.006 -0.880
H 1.151 2.070 -0.884
C -1.965 -0.159 0.012
N -0.607 1.521 0.197
O -3.100 -0.110 -0.207
H 1.715 -1.517 1.109
N -0.173 -1.690 0.231
C 0.913 -1.087 0.425
O -0.995 -0.970 -0.581
N 1.340 0.151 -0.083

Summary:
E_HOMO	-9.42	eV
charge	0
SMILES	O=c1onc[nH]cno1
M	129.1	g mol⁻¹
LUMO energy	-0.31	eV
HOMO-LUMO gap	9.1	eV

These are the Mulliken partial charges, in e, on atoms 1 to 8:
1. O -0.25
2. C 0.19
3. H 0.36
4. H 0.32
5. C 0.69
6. N -0.49
7. O -0.38
8. H 0.36

***

Model 2:
Entry from OMol25: a cluster of 2 separate species, C3H3N3O3 in total (the ωB97M-V functional and the def2-TZVPD basis).

Element x y z (Å)
H -1.346 0.933 1.039
O 0.053 -1.667 -2.142
N 1.454 1.027 -0.701
H -2.445 -0.417 0.709
N 1.580 -0.377 1.419
N -0.414 -1.162 -1.161
C 1.348 0.309 0.513
O 0.929 2.119 -0.750
O 2.096 0.479 -1.553
H -1.095 -0.511 1.863
C -0.658 -0.583 -0.176
C -1.502 -0.150 0.939

Summary:
E_HOMO	-9.97	eV
charge	0
SMILES	N#C[N+](=O)[O-].CC#[N+][O-]
M	129.1	g mol⁻¹
LUMO energy	-1.51	eV
HOMO-LUMO gap	8.5	eV

These are the Mulliken partial charges, in e, on atoms 1 to 8:
1. H 0.34
2. O -0.64
3. N 0.87
4. H 0.37
5. N -0.37
6. N 0.49
7. C 0.38
8. O -0.51

***

Model 3:
Entry from OMol25: the molecule C3H3N3O3 (the ωB97M-V functional and the def2-TZVPD basis).

Element x y z (Å)
H -0.524 2.891 0.420
C 0.449 -0.665 -1.198
C -0.300 -0.649 0.954
N 0.426 0.643 -1.247
N 0.187 -1.412 -0.107
O -0.138 2.596 -0.400
N -0.440 0.720 0.962
C -0.157 1.272 -0.156
H 1.130 -2.112 -1.834
O -0.638 -1.282 2.055
O 0.851 -1.333 -2.270
H -0.847 -0.670 2.821

Summary:
E_HOMO	-10.25	eV
charge	0
SMILES	Oc1nc(O)nc(O)n1
M	129.1	g mol⁻¹
LUMO energy	0.48	eV
HOMO-LUMO gap	10.7	eV

These are the Mulliken partial charges, in e, on atoms 1 to 8:
1. H 0.37
2. C 0.71
3. C 0.53
4. N -0.50
5. N -0.54
6. O -0.42
7. N -0.55
8. C 0.54

***

Most stable structure, least stable structure: model 3, model 2.